1.
# C4H12NO2

A 2-piece molecular cluster, C4H12NO2 overall (ωB97M-V with the def2-TZVPD basis set, the OMol25 dataset).

Spin multiplicity ... 2
Total charge ... -2
HOMO (spin up / spin down) ... 4.203 / 0.217 eV
LUMO (spin up / spin down) ... 0.2491 / 0.2472 hartree
Frontier orbital gap (spin up / spin down) ... 2.57 / 6.51 eV
Energy ... -364.6772 hartree

Each line ends with the Löwdin spin population.
Positions of all 19 atoms, in Å:
1 C -1.1750 1.1935 -1.2770  0.37
2 C -1.0933 0.1968 -0.1381  0.04
3 C -1.8390 -1.0845 -0.5360  0.12
4 N 0.2552 -0.0745 0.3921  0.00
5 C 1.2877 -0.6363 -0.5514  0.01
6 O 1.3778 -1.9698 -0.5125  0.00
7 H -0.5501 0.8921 -2.1272  0.04
8 H -2.1777 1.2156 -1.7111  0.13
9 H -0.8400 2.2022 -1.0242  0.09
10 H -1.6360 0.6292 0.7127  0.03
11 H -1.3060 -1.5355 -1.3798  0.01
12 H -1.6930 -1.8358 0.2527  0.01
13 H -2.8932 -0.9008 -0.7645  0.07
14 H 0.1740 -0.7962 1.0950  0.00
15 H 1.0518 -0.1686 -1.5261  0.01
16 H 2.2510 -0.1148 -0.2733  0.00
17 H 1.5681 2.3028 1.5812  0.02
18 H 0.8267 1.0717 1.9922  0.00
19 O 1.3098 1.8307 2.3837  0.03

2.
# C3H7N3

A single C3H7N3 molecule (ωB97M-V with the def2-TZVPD basis set, the OMol25 dataset).

Total charge ... 0
HOMO (spin up / spin down) ... -8.040 / -7.656 eV
LUMO (spin up / spin down) ... -0.0162 / -0.0200 hartree
Frontier orbital gap (spin up / spin down) ... 7.60 / 7.11 eV
Energy ... -282.5599 hartree

Each line ends with the Löwdin charge.
Positions of all 13 atoms, in Å:
1 C 0.3314 0.3546 -1.9151  -0.09
2 N 0.2417 0.5648 2.4386  0.00
3 C -0.4418 -0.4959 0.3743  -0.36
4 C -0.4757 -0.4954 -1.0105  -0.03
5 N 0.5244 0.5426 1.0271  -0.17
6 N 1.0090 -0.7202 0.6471  0.05
7 H -0.6224 1.0716 2.6057  0.07
8 H 0.2048 -0.3855 2.8172  0.07
9 H -1.2233 -0.8939 1.0106  0.11
10 H -1.1343 -1.2217 -1.4897  0.12
11 H 1.0233 -0.2592 -2.5006  0.09
12 H 0.9005 1.1003 -1.3666  0.07
13 H -0.3376 0.8379 -2.6382  0.09

3.
# C50H43Cl3GeIN4O10Re

C50H43Cl3GeIN4O10Re as an isolated structure (ωB97M-V with the def2-TZVPD basis set, the OMol25 dataset).

Spin multiplicity ... 4
Total charge ... -1
HOMO (spin up / spin down) ... -1.931 / -5.402 eV
LUMO (spin up / spin down) ... 0.0201 / 0.0201 hartree
Frontier orbital gap (spin up / spin down) ... 2.48 / 5.95 eV
Energy ... -6735.8397 hartree

Each line ends with the Löwdin spin population.
Positions of all 113 atoms, in Å:
1 Re 0.4711 -0.4160 0.1927  1.84
2 Cl 0.3560 3.4881 6.2388  0.00
3 C 1.0372 2.7733 4.8542  0.00
4 C 0.4685 1.6249 4.3214  0.00
5 C 1.0573 1.0471 3.2158  0.00
6 Cl 0.4010 -0.3825 2.5201  0.03
7 C 2.1913 1.5866 2.5956  0.00
8 O 2.6432 0.9001 1.5291  0.02
9 C 2.7061 2.7752 3.1247  0.00
10 Cl 4.0296 3.5635 2.3442  0.00
11 C 2.1444 3.3514 4.2531  0.00
12 H -0.4158 1.1952 4.7589  0.00
13 H 2.5517 4.2666 4.6497  0.00
14 C 6.3130 -1.0426 -0.2100  0.00
15 C 6.1940 0.4861 -0.1191  0.00
16 C 7.3765 1.0614 0.6632  0.00
17 C 6.1291 1.0922 -1.5255  0.00
18 C 4.9414 0.7680 0.5697  0.00
19 C 3.8659 0.9574 1.0647  0.00
20 H 7.1706 -1.3199 -0.8212  0.00
21 H 5.4078 -1.4542 -0.6510  0.00
22 H 6.4291 -1.4775 0.7813  0.00
23 H 8.3120 0.8039 0.1710  0.00
24 H 7.3927 0.6553 1.6717  0.00
25 H 7.3026 2.1439 0.7252  0.00
26 H 7.0546 0.8907 -2.0603  0.00
27 H 5.9790 2.1686 -1.4820  0.00
28 H 5.3039 0.6596 -2.0858  0.00
29 O -0.3450 2.4325 -1.6507  0.01
30 C 0.0848 2.6566 -0.5193  0.01
31 O 0.4364 1.7729 0.3316  0.02
32 C 0.2032 4.0783 -0.0577  0.00
33 C 0.1556 4.3998 1.2911  0.00
34 C 0.2623 5.7479 1.6769  0.00
35 C 0.4110 6.7486 0.7255  0.00
36 C 0.4402 6.4108 -0.6185  0.00
37 C 0.3309 5.0707 -1.0199  0.00
38 N 0.5904 7.4235 -1.6043  0.00
39 O 0.6973 7.0747 -2.7787  0.00
40 O 0.6184 8.5979 -1.2435  0.00
41 N 0.2181 6.0874 3.0459  0.00
42 O 0.4784 7.2439 3.3842  0.00
43 O -0.0637 5.1924 3.8543  0.00
44 H 0.0184 3.6393 2.0433  0.00
45 H 0.4798 7.7803 1.0353  0.00
46 H 0.3489 4.8194 -2.0678  0.00
47 C -1.7545 -0.3290 0.2317  0.01
48 C -2.3088 0.9969 0.5800  0.01
49 C -2.7776 1.8492 -0.4234  0.00
50 C -3.1531 3.1449 -0.1457  0.00
51 C -3.1088 3.6169 1.1679  0.00
52 C -2.7346 2.7506 2.1989  0.00
53 C -2.3556 1.4601 1.9020  0.00
54 C -3.4629 4.9518 1.4596  0.00
55 N -3.7745 6.0312 1.6936  0.00
56 H -2.1315 -0.6433 -0.7434  0.01
57 H -2.0722 -1.0636 0.9785  0.01
58 H -2.8167 1.4858 -1.4394  0.00
59 H -3.4824 3.8010 -0.9371  0.00
60 H -2.7295 3.1182 3.2158  0.00
61 H -2.0643 0.8030 2.7062  0.00
62 O 2.6421 -1.7068 0.4635  0.02
63 C 1.9540 -2.7289 0.4011  0.01
64 O 0.6947 -2.6475 0.2257  0.00
65 C 2.5355 -4.1046 0.6179  0.00
66 C 1.8728 -5.1574 -0.2504  0.00
67 Ge -0.1340 -5.0297 -0.1632  0.00
68 C -0.8715 -6.8654 -0.5531  0.00
69 C -2.1492 -7.1680 -0.0976  0.00
70 C -2.7825 -8.3452 -0.4478  0.00
71 C -2.1417 -9.2541 -1.2722  0.00
72 C -0.8574 -8.9876 -1.7119  0.00
73 C -0.2341 -7.8050 -1.3517  0.00
74 C -0.6104 -4.7855 1.7570  0.00
75 C -0.9684 -3.5769 2.3310  0.00
76 C -1.0536 -3.4405 3.7049  0.00
77 C -0.8020 -4.5261 4.5255  0.00
78 C -0.4859 -5.7521 3.9636  0.00
79 C -0.3844 -5.8752 2.5896  0.00
80 C -0.8428 -4.0415 -1.7407  0.00
81 C -0.2235 -4.2900 -2.9575  0.01
82 C -0.6651 -3.6823 -4.1170  0.00
83 C -1.7369 -2.8091 -4.0700  0.01
84 C -2.3618 -2.5539 -2.8633  0.00
85 C -1.9199 -3.1734 -1.7068  0.00
86 H 2.3438 -4.3272 1.6719  0.00
87 H 3.6158 -4.0595 0.4693  0.00
88 H 2.1775 -6.1492 0.0855  0.00
89 H 2.2107 -5.0405 -1.2791  0.00
90 H -2.6534 -6.4556 0.5428  0.00
91 H -3.7779 -8.5537 -0.0808  0.00
92 H -2.6404 -10.1662 -1.5687  0.00
93 H -0.3442 -9.7049 -2.3384  0.00
94 H 0.7688 -7.6068 -1.7052  0.00
95 H -1.1542 -2.7347 1.6863  0.00
96 H -1.3064 -2.4815 4.1344  0.00
97 H -0.8498 -4.4154 5.5996  0.00
98 H -0.3074 -6.6075 4.6013  0.00
99 H -0.1284 -6.8329 2.1530  0.00
100 H 0.6041 -4.9860 -3.0033  0.00
101 H -0.1808 -3.8941 -5.0601  0.00
102 H -2.0956 -2.3439 -4.9760  0.00
103 H -3.2013 -1.8756 -2.8269  0.00
104 H -2.4211 -2.9999 -0.7673  0.00
105 N -0.4543 0.2939 -3.2040  0.06
106 C 0.6048 -0.4907 -2.9781  0.17
107 O 1.0176 -0.7449 -1.8244  0.10
108 C 1.3244 -1.0441 -4.1409  0.21
109 I 2.9082 0.4440 -4.7457  0.44
110 H -0.6211 1.0237 -2.4821  0.01
111 H -0.6426 0.5670 -4.1535  0.00
112 H 0.7059 -1.1493 -5.0264  0.00
113 H 1.8766 -1.9491 -3.9177  0.00

Q: Which relative energy (zero: lowest compared OMol25 entry of this formula, charge and spin) values were calculated for the entries above? A: 63.0 562.9 468.5, in kJ/mol.